Entry 1:
{
  "formula": "C6H10OS",
  "method": "ωB97M-V/def2-TZVPD",
  "symbols": ["S", "O", "C", "C", "C", "C", "C", "C", "H", "H", "H", "H", "H", "H", "H", "H", "H", "H"],
  "positions_angstrom": [[3.74377, -0.45861, -0.42719], [4.69396, 0.80001, 0.35502], [1.72029, -0.27478, 0.21839], [-0.98121, 0.15795, -0.31978], [-3.03886, -0.03943, 0.06296], [-2.07919, 0.94860, -0.48227], [0.50278, 0.33041, -0.62567], [-1.73225, -0.89629, 0.37100], [-1.39645, -0.96217, 1.35182], [-1.62204, -1.81214, -0.13780], [-3.50966, 0.14769, 1.02639], [-3.53086, -0.62948, -0.68437], [0.52369, 1.38198, -0.68833], [1.63080, -1.37518, 0.35539], [4.80817, 0.73187, 1.30100], [0.69499, -0.13779, -1.74822], [1.79566, 0.18659, 1.14062], [-2.22359, 1.90075, -1.06896]],
  "orbital_gap_ev": 9.4803,
  "spin_multiplicity": 1,
  "lumo_energy_ev": 0.45,
  "relative_energy_kcal_mol": 106.43,
  "e_homo_ev": -9.0
}

Entry 2:
{
  "formula": "C6H10OS",
  "method": "ωB97M-V/def2-TZVPD",
  "symbols": ["S", "O", "C", "C", "C", "C", "C", "C", "H", "H", "H", "H", "H", "H", "H", "H", "H", "H"],
  "positions_angstrom": [[0.97673, 0.68977, -1.82476], [-1.92555, 1.30593, 1.63619], [1.17875, 0.22061, 0.81594], [-0.95524, -0.15771, -0.27489], [0.78043, -1.84377, -0.65162], [0.44067, 1.33984, 1.09480], [-1.07988, 1.21281, 0.38604], [0.50689, -0.35396, -0.38792], [-0.46204, -2.17077, -1.02875], [-1.99941, 2.09146, 2.07966], [0.81543, -2.36093, 0.46781], [-1.27363, 2.15159, -0.31860], [1.68439, -2.44490, -1.48529], [-1.37676, -0.84906, 0.66470], [0.80097, 2.06916, 1.93451], [1.03186, -0.58684, -2.91497], [2.28910, 0.16153, 1.02168], [-1.43273, -0.47475, -1.21453]],
  "orbital_gap_ev": 9.4740,
  "spin_multiplicity": 1,
  "lumo_energy_ev": 0.47,
  "relative_energy_kcal_mol": 139.32,
  "e_homo_ev": -9.0
}

Entry 3:
{
  "formula": "C6H10OS3",
  "method": "ωB97M-V/def2-TZVPD",
  "symbols": ["S", "S", "S", "O", "C", "C", "C", "C", "C", "C", "H", "H", "H", "H", "H", "H", "H", "H", "H", "H"],
  "positions_angstrom": [[-0.12125, -3.38836, -1.59036], [0.97980, -2.29367, -3.25187], [-0.35055, -1.22533, -4.09006], [1.99342, -1.46115, -2.28558], [1.08787, 1.36171, 0.40188], [0.22323, -0.69658, -0.64683], [1.61350, -1.25269, -0.90087], [-0.02985, 0.39384, 0.08512], [-0.77808, -1.82143, -0.91842], [-1.52355, 0.60314, 0.40634], [2.54841, -0.70056, -0.70920], [-1.62456, 1.50501, 0.85319], [-2.07174, 0.54416, -0.45196], [-1.67069, -1.29722, -1.48197], [-1.65014, -0.09475, 1.28578], [2.07027, 1.18025, -0.08665], [-1.33083, -2.12176, -0.10573], [1.78431, -2.24061, -0.55461], [0.76589, 2.40654, -0.04312], [1.16927, 1.29766, 1.42504]],
  "orbital_gap_ev": 8.2544,
  "spin_multiplicity": 1,
  "lumo_energy_ev": -0.23,
  "relative_energy_kcal_mol": 24.96,
  "e_homo_ev": -8.5
}

Entry 4:
{
  "formula": "C6H10OSi",
  "method": "ωB97M-V/def2-TZVPD",
  "symbols": ["Si", "O", "C", "C", "C", "C", "C", "C", "H", "H", "H", "H", "H", "H", "H", "H", "H", "H"],
  "positions_angstrom": [[0.58590, 1.05494, 0.22821], [-0.68579, -1.29532, -0.51173], [-0.88145, -2.63223, 1.22262], [0.00301, -0.71128, 0.45848], [-1.31242, -2.33862, -0.07335], [-0.93397, 2.20755, -0.57168], [1.87538, 1.13658, -1.14771], [-0.02631, -1.54010, 1.56742], [2.81608, 1.03172, -0.76111], [1.55026, 0.42467, -1.93319], [-1.03189, 3.05782, 0.05245], [2.04824, 2.08328, -1.57262], [1.24264, 1.31150, 1.39906], [-0.87009, 2.29110, -1.67569], [-1.80866, 1.55604, -0.32042], [-1.12918, -3.41094, 1.89055], [0.50332, -1.26539, 2.42151], [-1.94507, -2.96132, -0.67280]],
  "orbital_gap_ev": [5.6515, 7.8498],
  "spin_multiplicity": 3,
  "lumo_energy_ev": [1.01, -2.02],
  "s2": 2.01,
  "relative_energy_kcal_mol": 12.54,
  "e_homo_ev": [-4.6, -9.9]
}

What did the fourth record say?
{
  "formula": "C6H10OSi",
  "method": "ωB97M-V/def2-TZVPD",
  "symbols": ["Si", "O", "C", "C", "C", "C", "C", "C", "H", "H", "H", "H", "H", "H", "H", "H", "H", "H"],
  "positions_angstrom": [[0.58590, 1.05494, 0.22821], [-0.68579, -1.29532, -0.51173], [-0.88145, -2.63223, 1.22262], [0.00301, -0.71128, 0.45848], [-1.31242, -2.33862, -0.07335], [-0.93397, 2.20755, -0.57168], [1.87538, 1.13658, -1.14771], [-0.02631, -1.54010, 1.56742], [2.81608, 1.03172, -0.76111], [1.55026, 0.42467, -1.93319], [-1.03189, 3.05782, 0.05245], [2.04824, 2.08328, -1.57262], [1.24264, 1.31150, 1.39906], [-0.87009, 2.29110, -1.67569], [-1.80866, 1.55604, -0.32042], [-1.12918, -3.41094, 1.89055], [0.50332, -1.26539, 2.42151], [-1.94507, -2.96132, -0.67280]],
  "orbital_gap_ev": [5.6515, 7.8498],
  "spin_multiplicity": 3,
  "lumo_energy_ev": [1.01, -2.02],
  "s2": 2.01,
  "relative_energy_kcal_mol": 12.54,
  "e_homo_ev": [-4.6, -9.9]
}